No. 1
{
  "formula": "C18H18N4OS2",
  "method": "the ωB97M-V functional and the def2-TZVPD basis",
  "gap_ev": 8.7,
  "relative_energy_ev": 0.581,
  "total_charge": 0,
  "energy_ha": -1787.38531,
  "fmax_ev_per_a": 2.6,
  "symbols": ["O", "S", "N", "S", "C", "C", "C", "C", "C", "C", "C", "C", "C", "C", "C", "N", "N", "N", "C", "C", "C", "C", "C", "C", "C", "H", "H", "H", "H", "H", "H", "H", "H", "H", "H", "H", "H", "H", "H", "H", "H", "H", "H"],
  "xyz": [[-0.27989, -0.82910, 1.06535], [1.14124, 0.30271, -3.58390], [-5.80462, -0.05902, -2.86057], [3.66150, 1.09046, 0.22448], [0.27998, -0.05749, 0.29883], [1.08639, 0.48440, -1.92409], [-5.61553, 0.29892, -4.11250], [3.14719, 0.57738, 1.82158], [1.83504, 0.71961, 2.13193], [-4.19356, -0.92343, -1.17720], [-2.85319, -1.32714, -0.97841], [-2.26340, -0.70302, -3.23308], [-4.52409, -0.40648, -2.39736], [-3.58330, -0.33282, -3.40908], [-1.86813, -1.15087, -1.99487], [-4.28410, 0.18371, -4.49282], [0.27436, -0.31151, -1.10568], [1.72925, 1.61046, -1.43763], [-0.45787, -1.49856, -1.59618], [4.17929, 0.04129, 2.74830], [1.29313, 0.44818, 3.55275], [1.00256, 1.14442, 0.96009], [1.98948, 1.79265, -0.01640], [3.70106, -0.05781, 4.21335], [2.23994, -0.47436, 4.35283], [-6.39039, 0.67000, -4.77862], [-4.97483, -1.05308, -0.41859], [-2.53826, -1.75843, -0.01776], [-1.55265, -0.52035, -4.02212], [-3.86739, 0.42718, -5.40468], [2.46981, 1.97101, -2.02661], [0.01832, -1.92546, -2.48136], [-0.45238, -2.33847, -0.86840], [4.46733, -0.96999, 2.43993], [5.10048, 0.60847, 2.67620], [0.30689, -0.00497, 3.50842], [1.12264, 1.38429, 4.10136], [0.27181, 1.90102, 1.23186], [1.99208, 2.85659, 0.16368], [4.32974, -0.70697, 4.74099], [3.83037, 0.90616, 4.68285], [2.10426, -1.50886, 3.98911], [1.92942, -0.50074, 5.43400]],
  "forces_ev_per_angstrom": [[0.2, 0.6, -1.1], [0.2, -0.5, 0.3], [0.5, 0.5, -0.9], [-0.3, -0.1, 0.7], [-0.7, -1.4, 1.2], [-0.4, 0.8, -1.5], [0.8, -0.3, 1.1], [-0.8, 0.0, 0.9], [1.1, -0.5, 0.8], [1.2, -1.0, 1.5], [-0.8, 0.5, -0.1], [0.6, 0.6, -0.5], [-1.5, -0.3, -0.7], [-0.4, 0.6, -0.4], [-1.2, -0.5, 1.7], [0.1, 0.1, -1.1], [1.6, 1.3, 1.5], [-1.5, -1.3, 1.2], [-0.1, -0.7, -1.0], [-0.1, -0.7, 0.7], [0.3, -0.2, -0.5], [0.3, 0.0, -1.8], [0.4, 0.1, -1.0], [-0.9, 1.1, -1.0], [-0.5, -0.3, 0.3], [0.3, -0.1, 0.1], [0.5, 0.0, -0.2], [-0.2, 0.3, -0.5], [0.2, -0.2, -0.1], [-0.6, -0.3, 1.0], [-0.5, -0.2, -0.3], [0.5, 0.5, 0.1], [0.1, 1.1, 0.0], [-0.1, 0.0, -0.3], [0.1, 0.3, 0.1], [-0.1, -0.2, -0.3], [0.3, 0.1, -0.2], [-0.4, -0.1, 0.0], [0.3, 0.4, 0.2], [1.0, -1.1, 0.8], [0.0, 0.5, 0.2], [0.1, 0.3, 0.0], [0.3, 0.2, -1.0]]
}



No. 2
{
  "formula": "C18H18N5O5RuS",
  "method": "the ωB97M-V functional and the def2-TZVPD basis",
  "spin_multiplicity": 2,
  "gap_ev": [7.6, 7.0],
  "relative_energy_ev": 0.248,
  "total_charge": 0,
  "energy_ha": -1839.72050,
  "fmax_ev_per_a": 0.9,
  "symbols": ["Ru", "O", "C", "C", "C", "C", "C", "C", "C", "N", "N", "C", "O", "C", "C", "C", "C", "C", "C", "H", "H", "H", "H", "H", "H", "H", "H", "H", "H", "O", "N", "O", "O", "C", "N", "C", "C", "N", "C", "S", "H", "H", "H", "H", "H", "H", "H", "H"],
  "xyz": [[0.73122, -0.67495, -0.30655], [-0.21816, 0.51183, -1.50418], [-1.02402, 1.49528, -1.13044], [-1.59646, 2.26132, -2.15974], [-2.45737, 3.30041, -1.89079], [-2.79032, 3.62308, -0.57318], [-2.24477, 2.88008, 0.44629], [-1.36183, 1.81393, 0.20629], [-0.87405, 1.10948, 1.37742], [-0.07274, 0.11480, 1.34247], [0.34840, -0.43634, 2.55103], [0.98081, -1.54724, 2.30831], [1.16050, -2.03484, 1.11080], [1.51026, -2.34679, 3.44036], [1.25967, -1.97115, 4.75786], [1.77167, -2.72374, 5.80107], [2.53627, -3.85360, 5.53791], [2.78393, -4.23224, 4.22657], [2.27138, -3.48180, 3.17878], [-1.33866, 1.99210, -3.17558], [-2.88184, 3.86620, -2.71065], [-3.46782, 4.43753, -0.35762], [-2.49509, 3.11066, 1.47567], [-1.19747, 1.45481, 2.35600], [0.66369, -1.08904, 4.94690], [1.57309, -2.43084, 6.82389], [2.93398, -4.44042, 6.35597], [3.37221, -5.11691, 4.01923], [2.43667, -3.77214, 2.15091], [0.40576, -3.02059, -3.27830], [0.42817, -2.36703, -2.27106], [-0.48140, -2.34580, -1.41328], [1.46549, -1.64773, -1.97707], [4.55791, -1.79088, -0.00958], [4.20023, -0.98652, -1.15956], [4.73630, -1.25500, -2.49600], [3.91186, -0.31235, -3.38412], [3.36120, 0.61701, -2.39076], [3.42866, 0.08131, -1.16840], [2.53372, 0.68801, 0.18882], [5.53499, -1.50132, 0.38092], [4.58590, -2.83546, -0.31715], [3.80208, -1.67392, 0.76099], [4.58822, -2.30253, -2.75265], [5.80485, -1.02830, -2.51676], [3.10047, -0.84529, -3.87855], [4.51992, 0.21086, -4.11744], [2.57426, 1.21155, -2.60037]],
  "forces_ev_per_angstrom": [[-0.2, -0.5, 0.6], [-0.3, 0.2, -0.4], [0.2, 0.0, 0.0], [0.0, 0.0, 0.0], [0.0, 0.0, 0.0], [0.0, 0.0, 0.0], [0.0, 0.0, 0.0], [0.0, 0.0, 0.1], [0.0, 0.2, 0.0], [-0.1, 0.1, 0.0], [-0.1, -0.2, -0.1], [-0.2, -0.1, -0.1], [0.4, 0.0, -0.1], [0.0, 0.1, 0.0], [0.0, 0.0, 0.0], [0.0, 0.0, 0.0], [0.0, 0.0, 0.0], [0.0, 0.0, 0.0], [0.0, 0.0, 0.0], [0.0, 0.0, 0.0], [0.0, 0.0, 0.0], [0.0, 0.0, 0.0], [0.0, 0.0, 0.0], [0.0, 0.0, 0.0], [0.0, 0.0, 0.0], [0.0, 0.0, 0.0], [0.0, 0.0, 0.0], [0.0, 0.0, 0.0], [0.0, 0.0, 0.0], [-0.1, 0.0, 0.0], [0.3, -0.4, 0.1], [0.0, 0.5, 0.3], [0.1, 0.0, -0.4], [0.0, 0.0, 0.0], [0.1, 0.1, 0.0], [0.0, 0.0, 0.0], [0.0, 0.0, 0.0], [0.0, 0.0, -0.1], [-0.1, -0.1, 0.1], [0.0, 0.1, 0.0], [0.0, 0.0, 0.0], [0.0, 0.0, 0.0], [0.0, 0.0, 0.0], [0.0, 0.0, 0.0], [0.0, 0.0, 0.0], [0.0, 0.0, 0.0], [0.0, 0.0, 0.0], [0.0, 0.0, 0.0]]
}



No. 3
{
  "formula": "C18H18NO16PS",
  "method": "the ωB97M-V functional and the def2-TZVPD basis",
  "gap_ev": 8.0,
  "total_charge": 0,
  "energy_ha": -2694.60500,
  "fmax_ev_per_a": 4.3,
  "symbols": ["C", "C", "C", "C", "C", "O", "O", "O", "S", "O", "O", "O", "C", "P", "N", "O", "O", "H", "H", "H", "H", "H", "H", "H", "H", "H", "H", "C", "C", "C", "O", "C", "C", "C", "O", "O", "O", "H", "H", "H", "H", "C", "C", "C", "O", "C", "C", "C", "O", "O", "O", "H", "H", "H", "H"],
  "xyz": [[5.84107, 3.43058, 5.33179], [5.23173, 2.47751, 4.85441], [4.85575, 1.17311, 4.04036], [4.75709, 1.52060, 2.50445], [6.20059, 2.13755, 2.07494], [7.30791, 1.50805, 2.73999], [7.42000, 0.19192, 2.38997], [4.51384, 0.39090, 1.60478], [3.97452, 0.91264, 0.10872], [2.79350, 0.25558, -0.45263], [4.99091, 0.83127, -0.95664], [3.87428, 2.52243, 0.54750], [3.76898, 2.65633, 1.99390], [1.97907, 2.75925, 2.61263], [0.88908, 2.31224, 1.55458], [1.68291, 4.39065, 2.94336], [1.69834, 1.94164, 4.03885], [6.54780, 4.24775, 5.65023], [5.63952, 0.37056, 4.24926], [3.89223, 0.75327, 4.48362], [6.38938, 2.05858, 0.95777], [6.27436, 3.24790, 2.32357], [7.79770, 0.18024, 1.48103], [4.17962, 3.67620, 2.30685], [1.37411, 1.96488, 0.71823], [1.58436, 4.76873, 2.03918], [1.54294, 0.98641, 3.88948], [-3.46354, -0.92198, 1.42949], [-2.27333, -0.33201, 1.28295], [-1.92261, 0.41488, 0.04138], [-0.83587, 0.94961, -0.03916], [-2.91462, 0.46432, -1.03567], [-4.10249, -0.12745, -0.89028], [-4.46297, -0.85237, 0.36317], [-5.56607, -1.36498, 0.46291], [-5.03189, -0.09385, -1.87743], [-1.33289, -0.38316, 2.25288], [-3.73113, -1.46512, 2.32576], [-2.64120, 0.99402, -1.93802], [-5.79999, -0.58808, -1.53036], [-0.56919, 0.12253, 1.90159], [-3.73232, -3.63688, -5.03241], [-4.46595, -3.91084, -6.11469], [-5.95851, -3.88495, -6.07111], [-6.59192, -4.12206, -7.08385], [-6.60332, -3.57587, -4.79331], [-5.86963, -3.30547, -3.71032], [-4.37751, -3.30444, -3.76124], [-3.74565, -3.03424, -2.75680], [-6.44813, -3.02042, -2.51935], [-3.88846, -4.22257, -7.29787], [-2.65092, -3.64984, -5.05122], [-7.68459, -3.57777, -4.77053], [-5.70796, -2.86293, -1.89964], [-4.62893, -4.37479, -7.91707]],
  "forces_ev_per_angstrom": [[-0.1, -0.8, -0.8], [1.3, -0.2, -0.8], [-0.8, 0.3, 1.4], [1.9, 1.8, -0.6], [0.3, 0.0, -0.4], [-0.5, 2.6, 0.4], [0.0, -2.0, -1.1], [-1.4, 0.6, -0.8], [1.3, -1.0, -3.9], [0.7, 1.5, 3.2], [-0.5, 0.9, 3.2], [-0.9, -1.4, 0.8], [0.8, 0.5, 1.4], [-3.5, -0.2, -0.8], [2.3, 0.0, 0.5], [1.3, -2.2, 0.0], [1.2, 1.6, -1.0], [-1.6, -1.4, -0.3], [-0.8, 1.3, -0.6], [1.1, 0.7, -0.9], [-0.6, -0.1, 1.1], [-0.1, -1.6, 0.0], [-0.2, 0.2, 0.6], [-0.3, -1.4, -0.7], [-0.7, 0.0, 0.0], [-0.2, -0.3, 0.7], [0.0, 0.8, -0.3], [-0.4, -0.1, -0.2], [0.3, -0.4, 1.1], [0.1, 0.3, -0.7], [-0.2, -0.4, 0.0], [0.2, 0.1, 0.1], [-0.2, 0.4, -1.0], [0.1, -0.3, 0.6], [0.0, 0.1, -0.4], [0.2, -0.4, 1.0], [-0.2, 0.3, -1.0], [0.0, 0.0, 0.0], [0.0, 0.0, 0.0], [0.0, 0.2, -0.1], [-0.1, 0.2, 0.1], [0.0, 0.1, 0.3], [0.9, -0.2, -0.6], [-0.7, 0.0, 0.2], [0.4, 0.0, 0.0], [0.0, -0.1, -0.3], [-1.0, 0.1, 0.6], [0.7, 0.0, -0.2], [-0.3, 0.0, 0.1], [0.9, -0.1, -0.6], [-0.9, 0.2, 0.6], [0.0, 0.0, 0.0], [0.0, 0.0, 0.0], [-0.1, -0.1, 0.1], [0.1, 0.0, 0.0]]
}



No. 4
{
  "formula": "C18H18NO4V",
  "method": "the ωB97M-V functional and the def2-TZVPD basis",
  "spin_multiplicity": 3,
  "gap_ev": [7.4, 8.0],
  "total_charge": 0,
  "energy_ha": -1996.20763,
  "fmax_ev_per_a": 5.5,
  "symbols": ["C", "C", "C", "H", "C", "C", "H", "H", "H", "H", "C", "C", "C", "H", "C", "C", "H", "H", "H", "H", "V", "O", "C", "C", "H", "H", "H", "H", "C", "C", "C", "H", "C", "H", "C", "H", "C", "H", "O", "N", "O", "O"],
  "xyz": [[0.30428, -2.20745, 3.47309], [-0.99830, -2.06809, 2.89361], [-0.83792, -1.67575, 1.51780], [-1.93931, -2.26480, 3.39685], [0.57645, -1.60006, 1.24451], [1.27978, -1.92669, 2.45805], [2.35796, -1.97061, 2.58966], [0.50271, -2.48440, 4.50209], [-1.63546, -1.49168, 0.80773], [1.00700, -1.39202, 0.26826], [-1.01522, 1.87040, 1.96363], [-0.64634, 2.05781, 3.34118], [0.78284, 1.97945, 3.42921], [-1.32735, 2.33734, 4.15014], [1.30137, 1.68603, 2.11542], [0.18226, 1.63642, 1.20544], [0.24026, 1.52964, 0.12244], [-2.02272, 1.97995, 1.56450], [1.38442, 2.23064, 4.30083], [2.35756, 1.54445, 1.87184], [0.03260, -0.17782, 2.71131], [-0.05214, -0.21541, -1.64610], [-1.34677, -0.71754, -2.05864], [-0.11735, -0.99641, -2.90521], [-1.73107, -1.53958, -1.45143], [-2.05107, 0.02876, -2.44201], [0.29691, -2.01172, -2.82975], [1.02535, -1.91647, -5.19157], [0.68730, -0.88075, -5.28791], [0.09953, -0.25774, -4.15698], [-0.31778, 1.08815, -4.25643], [-0.74800, 1.58773, -3.38278], [-0.19092, 1.77066, -5.46729], [-0.52621, 2.80683, -5.52850], [0.35202, 1.13630, -6.59295], [0.43008, 1.67182, -7.54056], [0.79362, -0.19177, -6.49400], [1.21891, -0.69470, -7.36304], [-0.38752, 0.98159, 6.70501], [0.05158, -0.06559, 6.18593], [-0.41925, -1.20189, 6.42799], [1.04592, 0.02497, 5.34862]],
  "forces_ev_per_angstrom": [[-0.2, -0.8, -1.2], [0.4, -0.5, -0.4], [0.4, -1.0, 0.2], [0.2, 0.2, 0.0], [-0.1, -1.1, 0.1], [-0.7, -0.6, -0.3], [-0.3, 0.2, 0.0], [0.0, 0.4, -0.1], [0.2, 0.0, 0.2], [-0.1, 0.2, 0.4], [0.7, -0.2, 0.6], [0.2, -0.2, -0.9], [0.0, 0.1, -1.3], [0.4, -0.3, -0.3], [-0.9, 0.2, 0.6], [0.0, -0.3, 0.7], [0.0, -0.2, 0.4], [0.3, -0.2, 0.1], [-0.3, -0.6, -0.2], [-0.5, 0.1, 0.0], [0.9, 4.9, 2.4], [-0.6, -0.8, -1.1], [1.6, -0.3, -0.8], [-1.1, 0.2, 1.8], [0.0, 0.3, -0.1], [0.2, -0.3, 0.3], [0.0, 0.5, 0.0], [-0.1, 0.3, -0.1], [-0.5, 0.3, 0.9], [0.3, 0.7, -1.2], [0.2, -0.5, -0.3], [0.2, -0.2, -0.3], [0.1, -0.2, 0.0], [0.1, -0.3, 0.0], [0.0, -0.3, 0.4], [0.0, -0.2, 0.3], [-0.1, 0.3, 0.0], [-0.1, 0.2, 0.2], [0.5, -1.4, -0.6], [-0.2, 0.0, 0.1], [0.4, 1.3, -0.2], [-1.0, -0.3, -0.3]]
}



No. 5
{
  "formula": "C18H18O8",
  "method": "the ωB97M-V functional and the def2-TZVPD basis",
  "gap_ev": 9.6,
  "relative_energy_ev": 0.000,
  "total_charge": 0,
  "energy_ha": -1298.71847,
  "fmax_ev_per_a": 0.8,
  "symbols": ["C", "C", "H", "H", "O", "C", "O", "C", "H", "H", "C", "C", "C", "C", "C", "C", "C", "C", "O", "O", "H", "C", "C", "C", "O", "O", "C", "C", "H", "H", "H", "H", "H", "H", "H", "H", "O", "C", "O", "H", "H", "H", "H", "H"],
  "xyz": [[6.97328, 1.26612, -0.06872], [6.28579, -0.06319, 0.20396], [6.80992, -0.62908, 0.97610], [6.22008, -0.65385, -0.71493], [4.96407, 0.12969, 0.72201], [3.99163, 0.33842, -0.15413], [4.12628, 0.37487, -1.34755], [2.65538, 0.53046, 0.54856], [2.37328, 1.58129, 0.46597], [2.75046, 0.25802, 1.59901], [1.58766, -0.32848, -0.13963], [0.19440, -0.03098, 0.32620], [-0.54840, 1.13223, 0.25622], [-1.82421, 1.06089, 0.79363], [-2.33786, -0.09844, 1.37591], [-1.59848, -1.26311, 1.44245], [-0.32229, -1.19125, 0.90379], [0.72200, -2.24257, 0.80573], [0.68287, -3.37480, 1.18932], [1.79161, -1.70153, 0.18119], [-1.97081, -2.17841, 1.87271], [-3.74738, 0.19105, 1.80516], [-4.78210, -0.70378, 1.10526], [-4.45373, -0.95711, -0.35827], [-4.49689, -2.04234, -0.87063], [-4.13260, 0.16849, -0.99024], [-3.81043, 0.07086, -2.38100], [-2.36779, -0.36270, -2.59407], [-2.20561, -1.34738, -2.16147], [-1.68673, 0.34648, -2.12964], [-2.15996, -0.40937, -3.65893], [-3.98454, 1.07241, -2.77775], [-4.49341, -0.64533, -2.84863], [-5.75352, -0.20881, 1.16013], [-4.84420, -1.66921, 1.60656], [-3.87629, 0.09577, 2.89165], [-3.95423, 1.55920, 1.47250], [-2.88203, 2.10122, 0.85650], [-2.84182, 3.23143, 0.46677], [-0.18271, 2.04231, -0.19185], [1.70082, -0.21558, -1.22699], [6.99379, 1.87253, 0.83359], [7.99227, 1.08627, -0.39837], [6.44242, 1.80730, -0.84807]],
  "forces_ev_per_angstrom": [[-0.3, -0.2, 0.1], [0.4, 0.0, -0.4], [-0.1, 0.0, -0.1], [0.0, 0.0, 0.2], [0.1, 0.0, 0.4], [-0.5, 0.1, 0.1], [0.1, 0.0, -0.2], [0.1, -0.4, -0.3], [0.0, 0.0, 0.0], [-0.1, 0.1, 0.0], [0.2, 0.7, -0.2], [-0.2, -0.5, 0.2], [-0.2, 0.0, 0.1], [0.0, -0.5, 0.2], [0.3, 0.4, -0.1], [0.2, 0.0, -0.1], [0.1, 0.5, -0.2], [-0.4, -0.3, 0.3], [0.1, 0.1, -0.1], [0.4, -0.2, 0.0], [0.0, -0.2, 0.1], [-0.2, -0.6, 0.2], [0.2, 0.3, -0.2], [-0.3, -0.3, 0.4], [0.0, -0.1, -0.1], [0.0, 0.4, 0.2], [0.2, -0.2, -0.5], [-0.3, 0.1, 0.2], [0.0, -0.1, 0.0], [0.1, 0.0, 0.0], [0.1, 0.0, -0.1], [0.0, -0.1, 0.0], [0.1, 0.2, 0.0], [0.0, -0.1, 0.1], [0.0, 0.0, -0.1], [0.0, 0.0, -0.2], [-0.3, 0.3, 0.1], [0.4, 0.3, -0.2], [-0.1, -0.1, 0.0], [0.0, 0.2, -0.1], [-0.1, 0.0, 0.2], [0.1, 0.1, 0.1], [0.1, 0.0, 0.0], [0.0, 0.1, -0.1]]
}